No. 1
{"formula": "C38H47NO5OsP2SSi2", "method": "wB97M-V/def2-TZVPD", "de_lowest_kcal_mol": 8.43, "lumo_energy_ev": [-6.34, -6.34], "homo_energy_ha": [-0.5075, -0.5076], "charge": 2, "orbital_gap_ev": [7.5, 7.5], "elements": ["Os", "O", "P", "C", "P", "O", "C", "C", "C", "C", "C", "C", "C", "C", "C", "C", "C", "C", "C", "C", "C", "C", "C", "C", "C", "C", "C", "C", "C", "C", "H", "H", "H", "H", "H", "H", "H", "H", "H", "H", "H", "H", "H", "H", "H", "H", "H", "H", "H", "H", "H", "H", "C", "Si", "C", "C", "C", "C", "C", "C", "C", "C", "N", "Si", "C", "C", "C", "H", "H", "H", "H", "H", "H", "H", "H", "H", "H", "H", "H", "H", "H", "H", "H", "H", "H", "H", "H", "H", "H", "C", "S", "O", "O", "O", "H", "H", "H"], "coordinates": [[0.3497, -0.9150, 0.2039], [-0.5856, -0.6697, -1.5778], [-0.1740, -0.8016, -3.0571], [1.3506, 0.1359, -3.3635], [2.6521, 0.1033, -2.0930], [2.0058, -0.0161, -0.7036], [3.5745, 1.6207, -2.2292], [3.1244, 2.7631, -2.8867], [3.8960, 3.9159, -2.8737], [5.1065, 3.9325, -2.2000], [5.5612, 2.7962, -1.5415], [4.8037, 1.6405, -1.5600], [3.7854, -1.2332, -2.3982], [4.0146, -2.2043, -1.4291], [4.9272, -3.2191, -1.6789], [5.6000, -3.2621, -2.8896], [5.3813, -2.2841, -3.8547], [4.4825, -1.2625, -3.6093], [-0.0085, -2.4739, -3.6247], [-1.1890, -3.2176, -3.7211], [-1.1324, -4.5465, -4.1001], [0.0944, -5.1327, -4.3940], [1.2638, -4.3926, -4.3141], [1.2167, -3.0624, -3.9255], [-1.4502, -0.0124, -4.0160], [-1.5174, -0.2540, -5.3891], [-2.4589, 0.4094, -6.1555], [-3.3375, 1.3025, -5.5553], [-3.2775, 1.5367, -4.1892], [-2.3304, 0.8840, -3.4156], [0.9970, 1.1673, -3.4287], [1.7481, -0.1416, -4.3435], [2.1810, 2.7792, -3.4153], [3.5506, 4.7992, -3.3924], [5.7051, 4.8335, -2.1931], [6.5108, 2.8113, -1.0247], [5.1657, 0.7512, -1.0569], [3.4811, -2.1740, -0.4887], [5.1102, -3.9739, -0.9267], [6.3105, -4.0546, -3.0827], [5.9248, -2.3127, -4.7890], [4.3374, -0.4847, -4.3519], [-2.1472, -2.7543, -3.5159], [-2.0441, -5.1216, -4.1865], [0.1341, -6.1697, -4.6996], [2.2146, -4.8485, -4.5540], [2.1383, -2.4989, -3.8626], [-0.8471, -0.9659, -5.8571], [-2.5153, 0.2235, -7.2190], [-4.0772, 1.8139, -6.1565], [-3.9689, 2.2280, -3.7274], [-2.2762, 1.0595, -2.3506], [-0.3038, 2.4736, -0.5806], [0.5392, 2.3546, 1.0826], [2.3013, 2.9339, 0.9421], [-0.4186, 3.4546, 2.2502], [0.3812, 0.5038, 1.6883], [-1.0388, 0.2517, 2.0405], [-1.9126, 0.5735, 3.0721], [-3.2136, 0.1088, 2.9758], [-3.6192, -0.6650, 1.8841], [-2.6958, -0.9948, 0.9140], [-1.4500, -0.5356, 1.0268], [1.7128, 0.0788, 3.0758], [3.3995, -0.0764, 2.2912], [1.2564, -1.5005, 3.9564], [1.6497, 1.4525, 4.3456], [-0.2860, 3.5244, -0.8769], [-1.3495, 2.1693, -0.5155], [0.1818, 1.8854, -1.3625], [2.2899, 3.9240, 0.4790], [2.9002, 2.2796, 0.3121], [2.8045, 3.0349, 1.9028], [-0.3823, 4.4695, 1.8460], [-0.0022, 3.4962, 3.2554], [-1.4706, 3.1804, 2.3212], [-1.5884, 1.1777, 3.9064], [-3.9264, 0.3483, 3.7534], [-4.6350, -1.0218, 1.8020], [-2.9261, -1.6138, 0.0572], [3.3720, -0.6292, 1.3512], [4.0511, -0.6229, 2.9760], [3.8557, 0.8920, 2.0935], [1.5126, -2.3922, 3.3832], [0.1941, -1.5569, 4.2006], [1.8135, -1.5431, 4.8946], [1.9416, 2.4344, 3.9754], [2.3512, 1.1798, 5.1379], [0.6677, 1.5386, 4.8120], [-0.6340, -4.6554, 0.0439], [0.7340, -3.6521, 0.4792], [0.1179, -2.5026, 1.3401], [1.7083, -4.4122, 1.1742], [1.1630, -2.9006, -0.7230], [-1.0623, -5.0650, 0.9556], [-0.2432, -5.4555, -0.5822], [-1.3535, -4.0537, -0.5042]]}



No. 2
{"formula": "C38H48BrIrN2O2P2", "method": "wB97M-V/def2-TZVPD", "de_lowest_kcal_mol": 0.00, "lumo_energy_ev": 0.05, "homo_energy_ha": -0.2522, "orbital_gap_ev": 6.9, "elements": ["Ir", "C", "C", "C", "P", "C", "C", "C", "C", "C", "C", "C", "C", "C", "C", "N", "C", "C", "C", "C", "C", "C", "C", "P", "C", "C", "C", "C", "C", "C", "H", "H", "H", "H", "H", "H", "H", "H", "H", "H", "H", "H", "H", "H", "H", "H", "H", "H", "H", "H", "H", "H", "H", "H", "H", "H", "H", "H", "H", "H", "H", "H", "H", "H", "H", "H", "H", "H", "H", "H", "O", "C", "O", "C", "C", "C", "C", "C", "N", "H", "H", "H", "H", "Br", "C", "C", "C", "C", "C", "C", "H", "H", "H", "H"], "coordinates": [[0.1405, -0.5642, 0.5880], [2.3119, -0.2096, 5.0483], [1.3005, -0.6348, 3.9849], [-0.0934, -0.6698, 4.6248], [1.2109, 0.3865, 2.4327], [2.8818, 1.0648, 2.0543], [3.8346, -0.1063, 1.7882], [3.5018, 2.1274, 2.9610], [0.0309, 1.6964, 2.8050], [0.2764, 2.7167, 3.7246], [-0.6204, 3.7443, 3.9509], [-0.3398, 4.8451, 4.9370], [-1.7864, 3.7320, 3.1857], [-2.0767, 2.7135, 2.3025], [-1.2036, 1.6206, 2.1229], [-1.4521, 0.5422, 1.2818], [-2.6857, 0.3617, 0.6572], [-3.9124, 0.6541, 1.2831], [-5.1154, 0.4861, 0.6285], [-5.1844, -0.0001, -0.6771], [-6.5023, -0.1916, -1.3780], [-3.9893, -0.3690, -1.2682], [-2.7584, -0.2207, -0.6269], [-1.2507, -1.0137, -1.2276], [-0.7291, -0.3130, -2.8483], [0.5114, -1.0592, -3.3496], [-1.8025, -0.1297, -3.9181], [-1.6976, -2.8062, -1.4812], [-2.7287, -3.2633, -0.4436], [-2.1945, -3.2494, -2.8586], [2.2155, -0.8676, 5.9157], [2.1113, 0.8063, 5.3927], [3.3424, -0.2626, 4.7068], [1.5607, -1.6406, 3.6378], [-0.2374, 0.2173, 5.2434], [-0.1981, -1.5525, 5.2594], [-0.8938, -0.6699, 3.8888], [2.6989, 1.5482, 1.0931], [4.0947, -0.6433, 2.7009], [4.7634, 0.2774, 1.3607], [3.4130, -0.8151, 1.0741], [3.6435, 1.7931, 3.9871], [2.9107, 3.0413, 2.9683], [4.4870, 2.3824, 2.5632], [1.2088, 2.7158, 4.2753], [0.6193, 4.6914, 5.4319], [-1.1095, 4.8943, 5.7097], [-0.3083, 5.8198, 4.4459], [-2.4915, 4.5516, 3.2792], [-2.9823, 2.7850, 1.7203], [-3.9136, 0.9992, 2.3074], [-6.0336, 0.7298, 1.1525], [-7.2225, 0.5701, -1.0785], [-6.9396, -1.1655, -1.1446], [-6.3843, -0.1347, -2.4603], [-4.0135, -0.8148, -2.2570], [-0.4001, 0.6867, -2.5586], [0.2801, -2.0575, -3.7184], [1.2583, -1.1629, -2.5620], [0.9603, -0.4999, -4.1726], [-2.2135, -1.0703, -4.2824], [-1.3559, 0.3848, -4.7721], [-2.6224, 0.4908, -3.5558], [-0.7474, -3.3156, -1.2827], [-3.7378, -3.0427, -0.7947], [-2.6164, -2.7700, 0.5153], [-2.6508, -4.3420, -0.2909], [-3.1338, -2.7579, -3.1168], [-2.3921, -4.3237, -2.8269], [-1.4821, -3.0707, -3.6582], [2.5776, -3.8504, 0.1066], [1.7429, -3.0084, 0.3817], [1.6883, -1.8076, -0.0806], [0.6485, -3.3628, 1.3776], [0.6226, -4.6043, 1.9902], [-0.3936, -4.8865, 2.8859], [-1.3628, -3.9224, 3.1245], [-1.2723, -2.7104, 2.4678], [-0.2792, -2.4293, 1.6222], [1.4047, -5.3067, 1.7397], [-0.4367, -5.8452, 3.3859], [-2.1845, -4.1010, 3.8036], [-2.0169, -1.9349, 2.5983], [2.5223, 4.5730, -3.1333], [1.8394, 3.1600, -2.0626], [0.6128, 3.2992, -1.4411], [0.1194, 2.2573, -0.6634], [0.8189, 1.0589, -0.4816], [2.0635, 0.9717, -1.1229], [2.5745, 1.9979, -1.9062], [0.0397, 4.2092, -1.5621], [-0.8524, 2.3982, -0.2100], [2.6559, 0.0714, -1.0104], [3.5363, 1.8904, -2.3908]]}